w.
ORCA calculation (ωB97M-V/def2-TZVPD) on a 2-piece molecular cluster, C5H13NO2 overall.

Bonds (Å) are listed after each position.
Atoms and positions in Å:
1 C 1.8579 1.4269 0.0941  C2 1.527, H8 1.089, H9 1.093, H10 1.104
2 C 0.6184 1.0440 0.8992  C1 1.527, C3 1.517, H11 1.085, H12 1.078
3 C 0.0158 -0.2345 0.3474  C2 1.517, O4 1.216, N5 1.387
4 O 0.6235 -1.2855 0.2847  C3 1.216
5 N -1.2627 -0.1132 -0.1756  C3 1.387, C6 1.446, C7 1.455
6 C -1.8413 -1.3223 -0.7191  N5 1.446, H13 1.087, H14 1.100, H15 1.082
7 C -2.2745 0.6742 0.5114  N5 1.455, H16 1.092, H17 1.079, H18 1.098
8 H 2.3816 0.5277 -0.2258  C1 1.089
9 H 2.5592 2.1580 0.5045  C1 1.093
10 H 1.4965 1.8635 -0.8532  C1 1.104
11 H 0.8409 0.9103 1.9530  C2 1.085
12 H -0.1444 1.8057 0.8839  C2 1.078
13 H -2.4999 -1.0754 -1.5476  C6 1.087
14 H -2.3592 -1.9753 -0.0006  C6 1.100
15 H -1.0541 -1.9407 -1.1300  C6 1.082
16 H -3.1449 0.7233 -0.1468  C7 1.092
17 H -2.0530 1.6985 0.7696  C7 1.079
18 H -2.6377 0.1418 1.4003  C7 1.098
19 O 3.0131 -2.0033 -1.1786  H20 0.961, H21 0.975
20 H 3.6130 -1.2632 -1.0500  O19 0.961
21 H 2.2518 -1.7606 -0.6207  O19 0.975

SMILES string: CCC(=O)N(C)C.O
HOMO energy (eV): -9.73
HOMO-LUMO gap (Eh): 0.386
Total charge: 0

***

x.
ORCA calculation (ωB97M-V/def2-TZVPD) on a 2-piece molecular cluster, C5H13NO2 overall.

Bonds (Å) are listed after each position.
Atoms and positions in Å:
1 C -2.1742 1.9157 -2.0663  C2 1.507, H8 1.093, H9 1.061, H10 1.081
2 C -1.0371 1.8931 -1.0782  C1 1.507, O3 1.215, N4 1.346
3 O -0.7093 2.8909 -0.4669  C2 1.215
4 N -0.4945 0.6748 -0.8937  C2 1.346, C5 1.470, H11 1.006
5 C 0.4606 0.4055 0.1910  N4 1.470, C6 1.531, C7 1.520, H12 1.073
6 C 1.8070 1.0388 -0.1709  C5 1.531, H13 1.097, H14 1.092, H15 1.079
7 C 0.5711 -1.0758 0.5130  C5 1.520, H16 1.091, H17 1.088, H18 1.087
8 H -2.9836 2.4965 -1.6176  C1 1.093
9 H -1.9797 2.5190 -2.9172  C1 1.061
10 H -2.5185 0.9635 -2.4450  C1 1.081
11 H -0.5615 -0.0124 -1.6247  N4 1.006
12 H 0.0853 0.9824 1.0145  C5 1.073
13 H 2.5716 0.8754 0.5984  C6 1.097
14 H 2.2216 0.4719 -1.0068  C6 1.092
15 H 1.7656 2.0933 -0.3960  C6 1.079
16 H -0.2363 -1.3882 1.1775  C7 1.091
17 H 1.4922 -1.1216 1.0897  C7 1.088
18 H 0.5166 -1.6937 -0.3795  C7 1.087
19 O 0.6665 -4.9031 3.3223  H20 0.965, H21 0.969
20 H -0.2695 -5.0284 3.5186  O19 0.965
21 H 0.8060 -3.9974 3.6378  O19 0.969

SMILES string: CC(=O)NC(C)C.O
HOMO energy (eV): -9.60
HOMO-LUMO gap (Eh): 0.377
Total charge: 0

***

What is the least stable structure shown above? It is w.